1.
Formula: C21H50BeN7O8
Source: the Open Molecules 2025 dataset
Level of theory: ωB97M-V/def2-TZVPD

Kohn-Sham gap: 9.0299 eV
Charge: +1

Cartesian coordinates (Å):
Be 10.9942 9.2155 10.5394
O 12.1076 9.7961 11.2852
H 12.2769 10.5515 10.7247
C 18.0187 10.1368 15.1284
O 18.9676 9.5689 14.7456
N 17.2760 9.9125 16.2595
C 15.8714 9.9604 15.8755
C 17.5353 8.8201 17.1751
H 17.5644 10.8591 14.4858
H 15.6837 10.8761 15.2651
H 15.2821 10.0189 16.7562
H 15.5519 9.1332 15.2436
H 16.5576 8.4866 17.5468
H 18.0704 7.9682 16.6634
H 18.1569 9.1924 17.9595
C 7.0930 11.5027 12.5101
O 6.5409 11.5963 11.4264
N 7.1136 12.5504 13.3518
C 7.9003 12.6124 14.5614
C 6.4485 13.7177 12.9006
H 7.4416 10.5447 12.8663
H 7.3877 12.5096 15.5034
H 8.3011 13.6497 14.6786
H 8.7706 11.9545 14.5390
H 7.1286 14.3703 12.3483
H 5.5782 13.5720 12.2198
H 6.0698 14.2673 13.7835
C 15.3312 11.5064 6.3586
O 15.2137 10.3239 5.9720
N 16.0820 11.9283 7.3440
C 16.0295 13.3009 7.8239
C 16.7752 10.9720 8.1817
H 14.9253 12.3528 5.7395
H 15.5518 13.9464 7.1071
H 16.9969 13.6918 8.0170
H 15.5357 13.4407 8.7425
H 17.8758 11.1621 8.1037
H 16.3228 11.0750 9.1458
H 16.5101 10.0100 7.8334
C 8.6408 10.1435 9.6920
O 9.7878 10.2674 10.2825
N 8.4646 10.7412 8.5712
C 7.1809 10.6023 7.8534
C 9.7072 11.2255 7.9395
H 7.8815 9.6203 10.2308
H 6.6494 11.5697 7.8390
H 6.5043 9.9110 8.2913
H 7.4871 10.4450 6.8432
H 10.4740 10.4548 7.9489
H 9.5020 11.4658 6.9059
H 10.0826 12.0926 8.4341
C 9.5998 7.0954 12.5435
O 10.0220 7.3155 11.3955
N 10.2371 7.3600 13.6843
C 9.5368 6.8511 14.8187
C 11.4815 8.0898 13.8130
H 8.5987 6.6898 12.6890
H 8.4929 7.0481 14.6645
H 9.9081 7.3577 15.7294
H 9.6917 5.7915 14.8880
H 12.2714 7.5665 13.3406
H 11.5195 9.0428 13.3159
H 11.5568 8.2572 14.8532
C 8.4834 5.3272 7.5679
O 9.3415 6.1806 7.9488
N 7.1719 5.4169 7.5919
C 6.3228 4.3223 7.0890
C 6.5739 6.5704 8.2066
H 8.9077 4.3527 7.2186
H 5.7310 4.7640 6.2427
H 5.6580 3.8665 7.7785
H 6.9663 3.5301 6.6536
H 6.0646 6.2921 9.1505
H 7.4080 7.2264 8.4869
H 5.8605 7.0962 7.5927
C 11.6035 7.3884 8.5836
O 11.4460 8.5006 9.0750
N 12.1681 7.1959 7.3941
C 12.2330 5.8640 6.7656
C 12.2356 8.2200 6.3785
H 11.4319 6.3806 8.9814
H 12.4680 5.1780 7.5792
H 13.0300 5.8478 6.0376
H 11.2420 5.6052 6.3060
H 12.7727 7.8720 5.4873
H 11.2228 8.4984 6.0711
H 12.5898 9.1219 6.8353

2.
Formula: C9H11BrN2O
Source: the Open Molecules 2025 dataset
Level of theory: ωB97M-V/def2-TZVPD

Kohn-Sham gap: 8.4911 eV
Energy relative to the best compared isomer or geometry (same formula, charge and spin): 57.0 kcal/mol
Structure (SMILES): COC(/C=N\C(C)=C\Br)=C(\C)C#N
Charge: 0

Cartesian coordinates (Å):
C -0.0727 2.3875 0.8178
O 0.7076 1.2211 0.9491
C 1.0600 0.5642 -0.1879
C 0.4349 0.9110 -1.4665
N -0.4304 0.1359 -1.9884
C -0.8203 -1.0534 -1.4454
C -2.2790 -1.1148 -1.0966
C 0.0537 -2.0400 -1.1454
Br -0.5630 -3.6316 -0.3106
C 1.7365 -0.6196 -0.0713
C 2.1006 -1.2010 1.2662
C 2.5600 -0.9885 -1.1569
N 3.2895 -1.2617 -2.0005
H -0.2825 2.7199 1.8333
H -1.0128 2.1840 0.2950
H 0.4705 3.1750 0.2865
H 0.5725 1.8808 -1.9305
H -2.7794 -0.2124 -1.4327
H -2.3981 -1.2125 -0.0171
H -2.7439 -1.9821 -1.5644
H 0.9678 -2.2113 -1.6766
H 2.6895 -2.1075 1.1389
H 1.1944 -1.4338 1.8235
H 2.6779 -0.4854 1.8518

3.
Formula: C36H46FN4O7P2ReS2
Source: the Open Molecules 2025 dataset
Level of theory: ωB97M-V/def2-TZVPD

Kohn-Sham gap (spin up / spin down): 6.5936 / 6.5965 eV
2S+1: 2
Energy relative to the best compared isomer or geometry (same formula, charge and spin): 0.0 kcal/mol
Charge: -1

Cartesian coordinates (Å):
Re 0.2547 0.6929 -0.5983
C 3.6019 -1.6569 1.0247
C 3.8128 -0.1757 0.7073
O 5.1125 0.2518 1.0928
P 2.6074 0.8143 1.6075
O 2.8952 2.3466 1.4740
O 2.8395 0.5221 3.1438
O 1.1991 0.4057 1.2336
P 3.5397 0.0906 -1.1108
O 3.8868 1.6389 -1.2166
O 4.5023 -0.7721 -1.8186
O 2.0377 -0.1318 -1.3466
H 3.8532 -1.8493 2.0682
H 4.2586 -2.2399 0.3792
H 2.5727 -1.9655 0.8343
H 5.6593 0.2743 0.2962
H 2.7131 2.6963 0.5644
H 2.3830 1.1572 3.7151
H 3.5127 2.0043 -2.0596
C 2.5276 -2.9029 -3.5449
C 1.0900 -2.8512 -3.0276
C 0.2337 -3.7774 -3.9014
C 0.9851 -3.2264 -1.5574
C 1.5788 -4.4165 -1.1477
C 1.5248 -4.8426 0.1677
C 0.8686 -4.0680 1.1073
C 0.2548 -2.8730 0.7458
C -0.4818 -2.0572 1.7882
C -1.9427 -2.5047 1.8800
C 0.1929 -2.1058 3.1572
C 0.3057 -2.4566 -0.5919
N -0.3479 -1.2366 -0.9495
C -1.3213 -1.3555 -1.9327
C -2.2139 -2.4205 -2.0852
C -3.1963 -2.3788 -3.0650
C -3.3153 -1.2983 -3.9297
C -2.4345 -0.2265 -3.8105
C -1.4941 -0.3065 -2.8225
F -0.6048 0.7516 -2.6321
H 2.5514 -2.5435 -4.5756
H 2.9068 -3.9279 -3.5504
H 3.2030 -2.2848 -2.9606
H 0.7470 -1.8233 -3.1452
H 0.6679 -4.7806 -3.9153
H 0.2158 -3.4089 -4.9289
H -0.7931 -3.8608 -3.5539
H 2.1051 -5.0169 -1.8785
H 2.0005 -5.7704 0.4605
H 0.8381 -4.3944 2.1389
H -0.4757 -1.0197 1.4586
H -2.0039 -3.5628 2.1486
H -2.4570 -2.3633 0.9282
H -2.4800 -1.9321 2.6412
H 0.0339 -3.0641 3.6577
H -0.2168 -1.3268 3.8009
H 1.2675 -1.9344 3.0744
H -2.1213 -3.2753 -1.4278
H -3.8794 -3.2135 -3.1578
H -4.0832 -1.2823 -4.6899
H -2.4734 0.6393 -4.4572
S 1.0633 2.9581 -0.9370
C 1.2334 3.3796 -2.6618
S 2.1562 2.4594 -3.7241
C 0.6188 4.5835 -3.0000
C -0.1553 5.3396 -2.0728
N -0.7776 5.9575 -1.3218
C 0.7380 5.1302 -4.3106
N 0.7946 5.5811 -5.3699
C 0.7163 4.5195 3.7178
C -0.0886 3.2845 3.4131
C -0.5712 2.4644 4.4268
C -1.3236 1.3275 4.1368
C -1.9462 0.5222 5.2463
C -1.5345 0.9855 2.8088
C -1.0334 1.7767 1.7802
C -0.3499 2.9417 2.0905
N -1.2620 1.4154 0.4022
C -2.6315 1.8294 -0.1011
C -3.4715 0.5634 -0.3432
C -3.4004 2.7224 0.8859
C -2.4744 2.6781 -1.3662
H 0.5073 4.8935 4.7203
H 0.5012 5.3092 2.9984
H 1.7868 4.3106 3.6493
H -0.3939 2.7341 5.4633
H -1.4029 0.6525 6.1822
H -1.9702 -0.5420 5.0103
H -2.9775 0.8408 5.4162
H -2.1047 0.0975 2.5607
H -0.0124 3.5921 1.2942
H -4.0888 0.3405 0.5299
H -2.8413 -0.3040 -0.5228
H -4.1323 0.6910 -1.2024
H -3.6105 2.2269 1.8311
H -4.3549 2.9693 0.4168
H -2.8710 3.6525 1.0899
H -1.9554 2.1673 -2.1713
H -1.9198 3.5876 -1.1417
H -3.4647 2.9573 -1.7307

4.
Formula: C34H50ClF3N8NbO5
Source: the Open Molecules 2025 dataset
Level of theory: ωB97M-V/def2-TZVPD

Kohn-Sham gap: 7.3864 eV
Energy relative to the best compared isomer or geometry (same formula, charge and spin): 0.0 kcal/mol
Charge: -1

Cartesian coordinates (Å):
C -4.0797 -1.9372 2.6874
C -4.7763 -2.5411 1.6840
C -4.4230 -3.8875 1.1711
O -4.5593 -4.8219 1.9329
O -4.0393 -4.0151 -0.1060
C -3.0109 -5.0470 -0.3164
C -2.4123 -4.8645 -1.6983
C -0.8971 -5.1642 -1.7489
C -0.0436 -4.1419 -2.5304
C 1.3099 -3.7963 -1.8641
C 1.6748 -2.2880 -1.8988
Nb 1.9049 -1.1596 0.0181
Cl 3.0247 -3.0098 1.2281
C 3.9247 -0.3009 -0.4150
C 4.0639 0.7509 -1.5390
C 3.1802 1.9763 -1.5755
O 2.9330 2.5022 -2.6437
N 2.6936 2.4951 -0.3483
C 1.5464 3.3620 -0.4792
C 0.2857 2.9134 -0.0239
C -0.8585 3.7409 -0.0887
C -0.7755 5.0390 -0.6223
C 0.4786 5.4744 -1.1039
C 1.6203 4.6434 -1.0079
C 1.5439 -0.1509 2.0469
O 2.6380 0.6906 2.4420
O 2.9448 0.4201 3.8307
C -0.2480 -1.9616 0.5445
F -0.3583 -3.2122 1.0856
F -1.0617 -1.9794 -0.5674
F -0.9637 -1.1613 1.4159
H -3.0444 -1.6550 2.6073
H -4.5900 -1.6864 3.6103
H -5.6253 -2.0545 1.2142
H -2.2867 -4.9494 0.4747
H -3.5190 -5.9997 -0.2321
H -2.9213 -5.5527 -2.3655
H -2.6013 -3.8648 -2.0755
H -0.7877 -6.1149 -2.2628
H -0.5222 -5.3156 -0.7463
H 0.1607 -4.6223 -3.4843
H -0.6226 -3.2422 -2.7065
H 2.0811 -4.3222 -2.4229
H 1.3141 -4.2362 -0.8732
H 2.6399 -2.1970 -2.4010
H 0.9519 -1.8105 -2.5562
H 1.0489 0.1778 -0.7977
H 4.5187 -1.1591 -0.7346
H 4.4223 0.0862 0.4711
H 3.9870 0.3131 -2.5270
H 5.0731 1.1702 -1.4744
H 3.4176 3.0228 0.1293
H 0.1717 1.9214 0.3818
H -1.7935 3.3621 0.2974
H -1.6710 5.6363 -0.6624
H 0.5487 6.4538 -1.5540
H 2.5734 5.0004 -1.3686
H 1.4976 -0.9691 2.7608
H 0.6119 0.4019 2.1663
H 3.3950 -0.4359 3.7908
C -3.8973 2.5071 -1.7680
C -3.7323 3.8996 -2.1482
N -3.5659 4.9969 -2.4329
H -4.3395 2.4456 -0.7756
H -4.5511 2.0123 -2.4787
H -2.9287 2.0083 -1.7521
C 4.6328 3.6274 3.3703
C 3.8196 4.3385 2.4013
N 3.1787 4.8983 1.6345
H 4.9290 4.3033 4.1674
H 4.0744 2.7922 3.7852
H 5.5279 3.2413 2.8834
C -7.0386 5.4181 -4.2243
C -6.7702 4.1052 -3.6641
N -6.5613 3.0765 -3.2143
H -6.5802 5.4984 -5.2077
H -8.1125 5.5695 -4.3144
H -6.6175 6.1820 -3.5735
C -0.0007 -5.9988 3.8653
C -0.4244 -6.2836 2.5059
N -0.7321 -6.4758 1.4234
H 0.3477 -4.9690 3.9255
H -0.8368 -6.1359 4.5484
H 0.8096 -6.6681 4.1478
C -1.5247 2.2164 4.3556
C -2.3923 1.6014 3.3631
N -3.0678 1.1264 2.5707
H -0.9998 1.4431 4.9141
H -0.7935 2.8505 3.8562
H -2.1166 2.8187 5.0424
C -0.7403 -4.7152 -6.5760
C -1.3280 -5.6421 -5.6221
N -1.7686 -6.3608 -4.8508
H 0.1590 -5.1503 -7.0072
H -1.4515 -4.5014 -7.3713
H -0.4800 -3.7879 -6.0686
C 7.5639 6.5182 3.6282
C 6.9785 5.8709 4.7917
N 6.5084 5.3503 5.7010
H 8.4068 5.9333 3.2663
H 6.8187 6.5973 2.8381
H 7.9080 7.5150 3.8955

5.
Formula: C44H88Cl16O18S9
Source: the Open Molecules 2025 dataset
Level of theory: ωB97M-V/def2-TZVPD

Kohn-Sham gap: 10.3657 eV
Charge: 0

Cartesian coordinates (Å):
C 16.0468 11.5866 21.1953
C 14.9786 12.4561 20.3887
C 15.6930 12.8956 19.1555
S 16.5168 11.4545 18.5617
O 17.6841 11.8343 17.8537
O 15.6230 10.4892 17.9683
C 17.0177 10.8814 20.2402
H 15.4610 10.8515 21.8111
H 16.4997 12.2235 21.8681
H 14.8988 13.3562 20.9872
H 14.0896 11.8541 20.2230
H 16.4119 13.6980 19.3853
H 15.0189 13.2141 18.3614
H 18.0164 11.2353 20.4417
H 17.0364 9.7891 20.2896
C 20.1444 13.6617 12.5447
C 20.9020 13.2012 11.3284
C 21.5624 14.4960 10.7096
S 22.0420 15.4354 12.1765
O 21.5806 16.8017 12.0114
O 23.4316 15.3268 12.5259
C 20.9454 14.6529 13.3613
H 19.8461 12.8702 13.1817
H 19.2141 14.1515 12.2121
H 20.2342 12.8627 10.5312
H 21.6992 12.4849 11.5629
H 20.8886 15.0975 10.0842
H 22.5098 14.4196 10.1505
H 20.2969 15.3306 13.8726
H 21.5938 14.2048 14.0651
C 20.9090 15.7127 21.7421
C 20.5336 16.8782 20.6766
C 19.0837 17.1763 20.9608
S 18.2145 15.7258 21.7017
O 17.9269 14.7025 20.6555
O 17.0961 16.2158 22.4926
C 19.7034 15.2272 22.5122
H 21.6476 16.0941 22.4345
H 21.3852 14.8724 21.2820
H 20.6848 16.6719 19.6211
H 21.1100 17.7810 20.8653
H 18.5242 17.4468 19.9789
H 18.9894 17.9393 21.6895
H 19.6916 14.1717 22.6766
H 19.7160 15.5644 23.5516
C 23.6356 18.1033 15.2168
C 23.5441 19.1652 14.0745
C 22.4393 20.0948 14.4396
S 21.2859 19.2157 15.6204
O 19.9266 19.1497 14.9832
O 21.3249 19.7544 16.9664
C 22.2300 17.6733 15.5200
H 23.9831 18.6672 16.1120
H 24.2975 17.3831 14.8604
H 23.3301 18.7329 13.1365
H 24.3980 19.8003 13.9921
H 21.8286 20.4103 13.5918
H 22.7595 20.9094 15.0586
H 21.8095 17.1791 14.6105
H 22.0538 17.0195 16.3832
C 20.9258 13.7397 16.9151
C 21.5253 12.3554 16.4312
C 22.0790 11.7501 17.6966
S 21.4086 12.6315 19.1116
O 22.3869 13.5895 19.5634
O 20.8548 11.7329 20.0850
C 20.1764 13.5119 18.2491
H 20.1391 14.0724 16.2574
H 21.7286 14.4370 17.0167
H 22.2197 12.6499 15.6564
H 20.7816 11.7106 16.1334
H 23.1688 11.8515 17.8334
H 21.8552 10.7016 17.8903
H 19.8675 14.3651 18.9323
H 19.3046 12.9104 17.9864
C 19.3978 18.9075 11.9282
C 18.8400 19.4378 10.6587
C 18.9165 18.1758 9.7550
S 18.1243 16.9334 10.7036
O 18.6574 15.6128 10.5290
O 16.7447 17.1192 10.5245
C 18.5943 17.6608 12.2396
H 19.3475 19.6061 12.7573
H 20.4426 18.6716 11.8789
H 19.4190 20.2640 10.2364
H 17.8039 19.7080 10.6662
H 19.9580 17.8474 9.5511
H 18.4013 18.2669 8.7719
H 19.1184 16.9405 12.8491
H 17.6482 17.8650 12.7221
C 18.1343 22.1897 18.4435
C 18.3792 23.4414 19.3345
C 18.3826 22.8948 20.7898
S 19.5071 21.4069 20.5304
O 19.2158 20.2964 21.4380
O 20.8820 21.8635 20.4743
C 19.0418 21.0576 18.8704
H 18.2166 22.3851 17.3268
H 17.0864 21.8351 18.5743
H 17.5846 24.1485 19.2417
H 19.3418 23.8389 19.0072
H 17.4229 22.4262 21.0406
H 18.9316 23.4593 21.5579
H 18.4805 20.1067 18.7891
H 19.9142 21.0184 18.2553
C 15.8326 16.9334 16.1928
C 15.9898 15.4873 16.7887
C 17.3982 15.3898 17.4158
S 18.4090 16.4297 16.6302
O 18.7244 15.8943 15.3170
O 19.5438 16.8873 17.3761
C 17.1919 17.6932 16.4794
H 14.8833 17.4740 16.4999
H 15.7454 16.8052 15.1308
H 15.9270 14.7631 15.9847
H 15.2507 15.2126 17.5619
H 17.9316 14.4315 17.4495
H 17.4047 15.6863 18.4849
H 17.4485 18.4595 15.7350
H 17.1406 18.0025 17.5234
C 11.7694 17.5139 21.1636
C 12.8174 17.1240 22.1864
C 13.6793 16.0992 21.6014
S 13.8580 16.6983 19.8527
O 13.5449 15.6135 18.8960
O 15.1066 17.3922 19.7091
C 12.4871 17.8518 19.8594
H 11.3354 18.4066 21.6475
H 11.0719 16.7101 21.0586
H 12.3732 16.8339 23.1620
H 13.3860 18.0156 22.3814
H 13.1847 15.1437 21.4569
H 14.5782 15.9401 22.1235
H 11.9132 17.6348 19.0004
H 12.7475 18.8812 19.8790
C 11.2409 14.8887 14.4315
Cl 9.5419 14.8506 14.4430
Cl 11.9226 15.2744 15.9947
H 11.6309 13.8832 14.2593
H 11.5958 15.4913 13.6572
C 14.9630 14.5968 13.0143
Cl 14.4522 16.2533 12.8738
Cl 16.7038 14.3427 13.1272
H 14.3260 14.1626 13.8228
H 14.6902 14.0254 12.1552
C 14.9597 19.8059 14.2216
Cl 14.6082 20.3385 15.9196
Cl 16.6515 20.1626 13.8263
H 14.7808 18.7265 14.1331
H 14.2590 20.2402 13.5200
C 13.8513 10.7303 14.9162
Cl 13.3395 12.1285 15.8980
Cl 12.6980 10.3878 13.5730
H 14.8867 10.8692 14.5492
H 13.8146 9.8656 15.5525
C 15.7286 19.6902 22.0285
Cl 15.1898 19.4126 23.7188
Cl 14.5572 20.6939 20.9849
H 16.7396 20.1461 21.9176
H 15.7892 18.6874 21.5532
C 18.7876 9.3724 16.4505
Cl 18.0780 7.9972 17.2237
Cl 20.1246 8.8829 15.3928
H 18.1639 9.9165 15.7496
H 19.3088 10.0130 17.1182
C 11.1845 13.5298 18.7715
Cl 9.6792 14.3939 19.1225
Cl 11.2365 11.9365 19.5464
H 11.0761 13.4208 17.7543
H 12.0014 14.1430 19.0588
C 18.1406 9.1595 12.6962
Cl 17.5791 10.8117 12.7295
Cl 17.1467 8.1179 13.7071
H 18.1716 8.8446 11.6786
H 19.1958 9.0323 13.0542